1.
A 2-piece molecular cluster, C4H4IN overall in a non-equilibrium geometry. Source: the OMol25 dataset; level of theory: ωB97M-V/def2-TZVPD.

The calculation puts the molar mass at 192.99 g mol⁻¹. The calculation puts the gap between HOMO and LUMO (spin up / spin down) at 5.49 / 5.48 eV. For the total energy, the calculation gives -507.027517 Ha. The spin multiplicity is 1. The calculation puts the energy above the lowest of the compared OMol25 structures with the same formula, charge and spin at 141.4 kcal/mol. As for the total charge: 0. As for the LUMO energy (spin up / spin down): -2.6843 / -2.6858 eV.

Each line ends with the Mulliken charge.
Element x y z (Å)
1 C -3.820 1.093 0.825  -0.469
2 C 0.309 0.236 -0.093  0.383
3 C -0.261 -0.468 0.826  -0.361
4 C 1.677 -0.019 -0.769  -1.044
5 N -2.879 0.460 0.614  -0.354
6 I -0.887 -1.716 2.249  0.495
7 H -0.217 0.807 -0.819  0.344
8 H 2.524 0.057 -0.083  0.318
9 H 1.784 -1.017 -1.123  0.352
10 H 1.770 0.567 -1.628  0.337

2.
A 2-piece molecular cluster, C4H4IN overall in a non-equilibrium geometry. Source: the OMol25 dataset; level of theory: ωB97M-V/def2-TZVPD.

The calculation puts the molar mass at 192.99 g mol⁻¹. The calculation puts the gap between HOMO and LUMO (spin up / spin down) at 7.19 / 7.05 eV. For the total energy, the calculation gives -507.040412 Ha. The spin multiplicity is 1. The calculation puts the energy above the lowest of the compared OMol25 structures with the same formula, charge and spin at 133.4 kcal/mol. As for the total charge: 0. As for the LUMO energy (spin up / spin down): -2.4559 / -2.5059 eV.

Each line ends with the Mulliken charge.
Element x y z (Å)
1 C 1.890 -2.337 0.133  -0.165
2 C -0.327 -0.079 0.024  0.313
3 C 0.917 0.225 -0.135  -0.326
4 C -1.369 0.975 -0.076  -0.984
5 N 1.966 -3.477 0.058  -0.393
6 I 2.206 1.688 -0.421  0.374
7 H -0.646 -1.010 0.405  0.355
8 H -0.895 1.995 -0.301  0.242
9 H -2.210 0.968 -0.732  0.318
10 H -1.532 1.053 1.045  0.265

3.
C4H4InO2 as an isolated structure in a non-equilibrium geometry. Source: the OMol25 dataset; level of theory: ωB97M-V/def2-TZVPD.

The calculation puts the molar mass at 198.89 g mol⁻¹. The calculation puts the gap between HOMO and LUMO (spin up / spin down) at 5.66 / 4.03 eV. For the total energy, the calculation gives -494.539307 Ha. The spin multiplicity is 2. The calculation puts the energy above the lowest of the compared OMol25 structures with the same formula, charge and spin at 0.0 kcal/mol. As for the total charge: +2. As for the LUMO energy (spin up / spin down): -11.3929 / -13.0123 eV.

Each line ends with the Löwdin spin population.
Element x y z (Å)
1 H -1.747 -1.300 1.105  0.001
2 O -2.334 -1.801 0.311  0.300
3 C -1.715 -1.276 -0.739  0.151
4 C -0.624 -0.550 -0.397  0.459
5 C 0.625 -0.117 -0.503  0.049
6 C 1.067 0.945 0.383  0.014
7 O 2.216 1.387 0.362  -0.013
8 In 3.214 2.793 1.072  0.003
9 H -2.381 -0.867 -1.508  0.011
10 H 1.374 -0.609 -1.131  0.022
11 H 0.306 1.396 1.046  0.003

4.
C4H4LiO2Rh as an isolated structure in a non-equilibrium geometry. Source: the OMol25 dataset; level of theory: ωB97M-V/def2-TZVPD.

The calculation puts the molar mass at 193.92 g mol⁻¹. The calculation puts the gap between HOMO and LUMO (spin up / spin down) at 8.81 / 7.63 eV. For the total energy, the calculation gives -421.857360 Ha. The spin multiplicity is 6. As for the total charge: +3. As for the LUMO energy (spin up / spin down): -13.9038 / -17.4607 eV.

Each line ends with the Löwdin spin population.
Element x y z (Å)
1 O 1.669 0.435 -1.473  0.139
2 C 0.677 0.572 -0.640  0.236
3 C 0.880 1.181 0.592  0.153
4 H 1.656 -0.406 -1.953  0.005
5 H 0.016 1.733 0.984  0.020
6 H 1.871 1.613 0.772  0.015
7 C -0.898 -0.284 -1.097  0.586
8 C -1.386 -0.962 -0.098  0.841
9 O -1.188 -1.151 1.153  0.451
10 Rh 0.477 -0.472 1.914  2.521
11 H -1.053 -0.373 -2.167  0.022
12 Li -2.721 -1.886 2.015  0.010

5.
C4H4LiO5Pt as an isolated structure in a non-equilibrium geometry. Source: the OMol25 dataset; level of theory: ωB97M-V/def2-TZVPD.

The calculation puts the molar mass at 334.09 g mol⁻¹. The calculation puts the gap between HOMO and LUMO (spin up / spin down) at 7.23 / 6.25 eV. For the total energy, the calculation gives -657.671415 Ha. The spin multiplicity is 4. The calculation puts the energy above the lowest of the compared OMol25 structures with the same formula, charge and spin at 0.0 kcal/mol. As for the total charge: 0. As for the LUMO energy (spin up / spin down): -0.4965 / -2.8568 eV.

Each line ends with the Löwdin spin population.
Element x y z (Å)
1 O -1.151 -1.390 -0.488  0.002
2 C -1.808 -0.786 0.431  0.001
3 C 0.987 -0.479 0.021  0.012
4 O -2.917 -0.279 0.300  0.001
5 O -1.007 -0.256 1.399  0.000
6 C 0.353 -0.690 1.402  0.001
7 H 2.063 -0.332 0.180  0.001
8 H 1.041 -1.209 -0.791  0.002
9 H 0.848 -0.080 2.164  0.001
10 H 0.409 -1.752 1.674  0.000
11 O 1.134 2.096 -0.113  0.306
12 C 0.570 1.086 -0.612  0.020
13 O 0.100 1.189 -1.807  0.300
14 Li -1.221 -0.090 -2.059  0.039
15 Pt 0.600 2.971 -1.701  2.314

6.
C4H4MnO2 as an isolated structure in a non-equilibrium geometry. Source: the OMol25 dataset; level of theory: ωB97M-V/def2-TZVPD.

The calculation puts the molar mass at 139.01 g mol⁻¹. The calculation puts the gap between HOMO and LUMO (spin up / spin down) at 5.48 / 7.93 eV. For the total energy, the calculation gives -1454.800706 Ha. The spin multiplicity is 7. The calculation puts the energy above the lowest of the compared OMol25 structures with the same formula, charge and spin at 48.3 kcal/mol. As for the total charge: +3. As for the LUMO energy (spin up / spin down): -15.3915 / -15.7859 eV.

Each line ends with the Löwdin spin population.
Element x y z (Å)
1 H -0.899 3.050 2.361  0.734
2 O -2.162 1.694 1.590  0.120
3 C -1.658 0.688 1.518  0.115
4 C -0.618 -0.325 1.432  0.017
5 C 0.031 -0.577 2.764  0.036
6 C 1.225 -0.172 3.094  0.020
7 O 2.250 0.245 3.479  0.067
8 Mn 4.069 0.435 3.902  4.885
9 H 0.074 0.030 0.648  0.002
10 H -1.120 -1.227 1.040  0.003
11 H -0.486 -1.157 3.536  0.002

7.
A 2-piece molecular cluster, C4H4N2 overall in a non-equilibrium geometry. Source: the OMol25 dataset; level of theory: ωB97M-V/def2-TZVPD.

The calculation puts the molar mass at 80.09 g mol⁻¹. The calculation puts the gap between HOMO and LUMO at 8.82 eV. For the total energy, the calculation gives -264.154097 Ha. The spin multiplicity is 1. The calculation puts the energy above the lowest of the compared OMol25 structures with the same formula, charge and spin at 108.1 kcal/mol. As for the total charge: 0. As for the LUMO energy: -0.1881 eV.

Each line ends with the Mulliken charge.
Element x y z (Å)
1 C -0.652 1.894 0.511  0.199
2 C 1.202 -1.211 -0.517  -0.494
3 C 0.849 -0.436 0.445  -0.330
4 C -0.999 0.631 0.127  0.436
5 N -0.136 2.901 0.767  -0.385
6 N -2.044 0.066 -0.284  -0.598
7 H 2.080 -1.695 -0.276  0.325
8 H 0.484 -1.504 -1.207  0.260
9 H 1.455 0.271 1.014  0.315
10 H -2.239 -0.916 -0.581  0.270

8.
A 2-piece molecular cluster, C4H4N2 overall. Source: the OMol25 dataset; level of theory: ωB97M-V/def2-TZVPD.

The calculation puts the molar mass at 80.09 g mol⁻¹. Its SMILES is C1=C=NC=NC=1.[H][H]. The calculation puts the gap between HOMO and LUMO at 10.04 eV. For the total energy, the calculation gives -264.163796 Ha. The spin multiplicity is 1. The calculation puts the energy above the lowest of the compared OMol25 structures with the same formula, charge and spin at 102.1 kcal/mol. As for the total charge: 0. As for the LUMO energy: -0.0259 eV.

Each line ends with the Mulliken charge.
Element x y z (Å)
1 C -1.266 -0.533 -0.004  -0.312
2 C -0.430 0.429 0.039  0.557
3 N 0.757 0.848 0.050  -0.461
4 C 1.502 -0.309 -0.014  -0.140
5 N 0.976 -1.517 -0.071  -0.453
6 C -0.369 -1.638 -0.067  -0.021
7 H -1.737 2.615 0.335  0.041
8 H -1.267 2.948 -0.134  0.013
9 H 2.579 -0.184 -0.017  0.389
10 H -0.746 -2.658 -0.117  0.387

9.
One molecule with the formula C4H4N2 in a non-equilibrium geometry. Source: the OMol25 dataset; level of theory: ωB97M-V/def2-TZVPD.

The calculation puts the molar mass at 80.09 g mol⁻¹. The calculation puts the gap between HOMO and LUMO (spin up / spin down) at 6.88 / 6.88 eV. For the total energy, the calculation gives -264.194211 Ha. The spin multiplicity is 1. The calculation puts the energy above the lowest of the compared OMol25 structures with the same formula, charge and spin at 83.0 kcal/mol. As for the total charge: 0. As for the LUMO energy (spin up / spin down): 0.2111 / 0.2110 eV.

Each line ends with the Mulliken charge.
Element x y z (Å)
1 C 0.747 0.825 0.858  -0.278
2 C -0.622 0.920 1.217  -0.311
3 N -1.629 0.491 0.407  -0.311
4 C -1.283 -0.323 -0.511  -0.008
5 N 0.012 -0.626 -0.679  -0.153
6 C 1.079 -0.025 -0.109  -0.304
7 H 1.473 1.394 1.416  0.346
8 H 0.166 -1.624 -0.919  0.251
9 H -2.003 -0.768 -1.185  0.376
10 H 2.060 -0.263 -0.495  0.392

10.
One molecule with the formula C4H4N2 in a non-equilibrium geometry. Source: the OMol25 dataset; level of theory: ωB97M-V/def2-TZVPD.

The calculation puts the molar mass at 80.09 g mol⁻¹. Its SMILES is C#C[C@H](N)C#N. The calculation puts the gap between HOMO and LUMO at 11.11 eV. For the total energy, the calculation gives -264.241547 Ha. The spin multiplicity is 1. The calculation puts the energy above the lowest of the compared OMol25 structures with the same formula, charge and spin at 53.3 kcal/mol. As for the total charge: 0. As for the LUMO energy: 0.6531 eV.

Each line ends with the Mulliken charge.
Element x y z (Å)
1 N 0.562 -0.816 -1.202  -0.625
2 C 0.106 -0.569 0.162  0.333
3 C 0.136 0.851 0.573  -0.709
4 C 0.176 2.025 0.833  0.148
5 C -1.263 -1.106 0.334  0.052
6 N -2.333 -1.517 0.480  -0.381
7 H 0.104 -0.163 -1.832  0.288
8 H 1.558 -0.623 -1.251  0.252
9 H 0.752 -1.149 0.834  0.227
10 H 0.201 3.067 1.068  0.416